Entry 1:
A 2-piece molecular cluster, C2H3ClN2 overall, computed with ωB97M-V/def2-TZVPD.

Last column: natural (NBO) charge in e.
Positions of all 8 atoms, in Å:
C  1.311  -0.028  1.250  0.165
C  0.945  0.584  0.077  -0.258
N  1.622  -0.491  2.260  -0.246
N  -1.625  -0.743  -0.936  -0.598
Cl  1.759  0.253  -1.354  0.113
H  0.111  1.260  0.039  0.232
H  -2.060  -0.937  -0.036  0.299
H  -2.064  0.102  -1.300  0.293

Forces on the atoms, in the same order (eV/Å):
C 0.11 -0.01 0.27
C -0.43 0.14 -0.52
N 0.11 -0.29 0.45
N 0.52 -0.24 -0.20
Cl 0.17 -0.01 -0.24
H -0.03 0.13 -0.01
H -0.22 0.12 0.15
H -0.23 0.15 0.11

Values from the calculation:
- ΔE to the lowest compared entry with this formula, charge and spin (kcal/mol) = 97.51
- gap between HOMO and LUMO (alpha / beta) (eV) = 10.17 / 8.08
- largest force on an atom (eV Å⁻¹) = 0.691
- LUMO (alpha / beta) (eV) = -1.5 / -1.1
- total charge = 0

Entry 2:
A single C2H3ClN2 molecule in a non-equilibrium geometry, computed with ωB97M-V/def2-TZVPD.

Last column: natural (NBO) charge in e.
Positions of all 8 atoms, in Å:
C  -1.534  -0.789  -0.120  0.386
C  -0.134  -0.034  0.074  -0.675
N  -2.352  -1.545  -0.792  -0.201
N  -2.823  -0.760  0.433  -0.331
Cl  -3.669  0.719  0.172  0.039
H  -0.132  0.268  1.144  0.255
H  -0.374  0.797  -0.662  0.265
H  0.733  -0.729  -0.281  0.262

Forces on the atoms, in the same order (eV/Å):
C -0.36 -1.10 -1.23
C -2.26 -1.83 -1.51
N 2.54 2.15 1.05
N 0.71 -1.15 1.47
Cl -0.44 1.00 -0.70
H 0.38 -0.04 -0.96
H 1.06 -0.53 1.11
H -1.63 1.50 0.76

Values from the calculation:
- ΔE to the lowest compared entry with this formula, charge and spin (kcal/mol) = 99.67
- SMILES = CC1=NN1Cl
- gap between HOMO and LUMO (eV) = 10.32
- largest force on an atom (eV Å⁻¹) = 3.482
- LUMO (eV) = 0.7
- total charge = 0

Entry 3:
A 2-piece molecular cluster, C2H3ClN2 overall in a non-equilibrium geometry, computed with ωB97M-V/def2-TZVPD.

Last column: natural (NBO) charge in e.
Positions of all 8 atoms, in Å:
C  -1.375  0.950  0.820  0.190
C  -0.355  0.039  0.357  0.021
N  -2.234  1.647  1.174  -0.241
N  0.049  0.139  -0.830  -0.541
Cl  2.269  -2.066  -0.463  -0.286
H  0.245  -0.640  0.931  0.231
H  1.736  -0.967  -0.636  0.267
H  -0.336  0.898  -1.353  0.360

Forces on the atoms, in the same order (eV/Å):
C -1.43 0.52 1.40
C 0.36 0.96 -0.89
N 1.28 -0.90 -0.59
N 1.07 -0.37 -0.43
Cl 1.04 -1.85 0.42
H -0.64 -0.46 1.11
H -0.93 1.69 -0.57
H -0.74 0.40 -0.45

Values from the calculation:
- ΔE to the lowest compared entry with this formula, charge and spin (kcal/mol) = 33.35
- SMILES = [H]/N=C\C#N.Cl
- gap between HOMO and LUMO (eV) = 10.93
- largest force on an atom (eV Å⁻¹) = 2.160
- LUMO (eV) = -0.6
- total charge = 0

Entry 4:
C2H3ClN2 as an isolated structure in a non-equilibrium geometry, computed with ωB97M-V/def2-TZVPD.

Last column: natural (NBO) charge in e.
Positions of all 8 atoms, in Å:
C  -1.826  0.830  -0.418  0.366
C  -0.231  -0.066  0.218  -0.531
N  -2.666  1.758  -0.373  -0.192
N  -2.997  0.359  -0.856  -0.223
Cl  -3.801  -0.697  0.520  -0.104
H  -0.162  -1.017  -0.427  0.236
H  -0.378  -0.202  1.246  0.229
H  0.614  0.491  -0.093  0.219

Forces on the atoms, in the same order (eV/Å):
C 4.83 -1.65 2.65
C -3.05 0.09 -4.28
N 0.61 0.05 0.09
N -2.30 -1.32 -0.63
Cl 0.45 0.55 -0.52
H -0.75 1.33 1.30
H -0.31 -0.13 1.23
H 0.53 1.07 0.15

Values from the calculation:
- ΔE to the lowest compared entry with this formula, charge and spin (kcal/mol) = 127.81
- gap between HOMO and LUMO (eV) = 10.08
- largest force on an atom (eV Å⁻¹) = 5.751
- LUMO (eV) = 0.0
- total charge = 0

Entry 5:
A 2-piece molecular cluster, C2H3ClN2 overall in a non-equilibrium geometry, computed with ωB97M-V/def2-TZVPD.

Last column: natural (NBO) charge in e.
Positions of all 8 atoms, in Å:
C  1.030  -1.289  -0.002  -0.036
C  -0.776  -0.576  -0.855  -0.431
N  2.306  -0.798  -0.557  -0.058
N  1.922  -0.323  0.520  -0.071
Cl  -2.016  -0.539  0.271  0.016
H  0.817  -2.126  0.504  0.168
H  -0.877  -1.438  -1.462  0.210
H  -0.491  0.339  -1.233  0.202

Forces on the atoms, in the same order (eV/Å):
C -2.70 4.79 -3.37
C 4.25 -3.28 2.04
N -0.96 -0.44 1.05
N 0.66 0.39 -0.47
Cl -1.21 0.26 1.34
H -0.29 -3.32 1.56
H -0.17 -0.13 -1.11
H 0.41 1.73 -1.04

Values from the calculation:
- ΔE to the lowest compared entry with this formula, charge and spin (kcal/mol) = 113.29
- gap between HOMO and LUMO (eV) = 9.64
- largest force on an atom (eV Å⁻¹) = 6.453
- LUMO (eV) = 0.3
- total charge = 0

Entry 6:
A 2-piece molecular cluster, C2H3ClN2 overall in a non-equilibrium geometry, computed with ωB97M-V/def2-TZVPD.

Last column: natural (NBO) charge in e.
Positions of all 8 atoms, in Å:
C  -0.451  -0.772  -0.586  0.291
C  0.561  -0.971  0.422  -0.714
N  -1.150  -0.753  -1.494  -0.341
N  -0.158  2.488  0.336  -0.362
Cl  -1.227  3.079  -0.584  0.365
H  0.204  -1.274  1.390  0.252
H  0.973  -0.050  0.522  0.255
H  1.248  -1.747  -0.005  0.255

Forces on the atoms, in the same order (eV/Å):
C -0.59 -0.80 -0.37
C -0.35 -2.66 -0.91
N -0.31 0.35 -0.07
N 1.33 -0.78 1.14
Cl -1.33 0.71 -1.15
H -0.44 -0.29 0.20
H 2.00 2.61 0.51
H -0.31 0.86 0.64

Values from the calculation:
- ΔE to the lowest compared entry with this formula, charge and spin (kcal/mol) = 107.97
- gap between HOMO and LUMO (alpha / beta) (eV) = 8.61 / 8.61
- largest force on an atom (eV Å⁻¹) = 3.327
- LUMO (alpha / beta) (eV) = -1.1 / -1.1
- total charge = 0

Entry 7:
An isolated ion of composition C2H3ClN3S and charge +1 in a non-equilibrium geometry, computed with ωB97M-V/def2-TZVPD.

Last column: natural (NBO) charge in e.
Positions of all 10 atoms, in Å:
C  -2.639  -0.442  0.016  -0.094
C  -0.066  0.087  0.113  -0.455
N  -1.768  1.612  -0.012  0.084
N  -2.981  1.871  -0.019  -0.322
N  -1.445  0.395  -0.001  -0.124
S  -4.006  0.587  0.060  0.851
Cl  -2.484  -2.073  -0.067  0.267
H  0.244  -0.932  -0.108  0.260
H  0.524  0.686  -0.684  0.284
H  0.151  0.091  1.114  0.249

Forces on the atoms, in the same order (eV/Å):
C 2.16 1.82 -0.02
C 2.07 -0.83 -3.46
N 0.30 3.48 -0.23
N -1.18 1.95 0.26
N -4.40 -4.60 -0.28
S 1.90 -1.56 -0.28
Cl -0.16 -0.63 0.10
H -0.98 -0.41 -0.58
H -0.92 -0.44 2.05
H 1.22 1.22 2.45

Values from the calculation:
- ΔE to the lowest compared entry with this formula, charge and spin (kcal/mol) = 14.89
- gap between HOMO and LUMO (eV) = 9.85
- largest force on an atom (eV Å⁻¹) = 6.370
- LUMO (eV) = -5.9
- total charge = +1

Entry 8:
A 2-piece molecular cluster, C2H3ClN4 overall in a non-equilibrium geometry, computed with ωB97M-V/def2-TZVPD.

Last column: natural (NBO) charge in e.
Positions of all 10 atoms, in Å:
C  -0.363  -1.383  1.002  0.640
C  0.527  1.332  -1.013  0.668
N  0.230  -2.306  1.499  -0.666
N  1.597  1.337  -0.456  -0.735
N  -0.312  1.434  -1.873  -0.742
N  -0.662  -0.279  0.607  -0.556
Cl  -2.148  0.536  0.721  0.181
H  1.950  0.675  0.203  0.400
H  -1.208  1.865  -1.793  0.400
H  0.389  -3.212  1.104  0.410

Forces on the atoms, in the same order (eV/Å):
C 0.02 -0.23 0.36
C 0.64 0.30 -0.67
N 0.25 -0.45 0.61
N 0.87 0.39 0.55
N -0.65 -0.24 -0.74
N -0.65 1.17 -0.49
Cl 0.21 -0.63 0.19
H -0.25 -0.25 0.19
H -0.27 0.15 0.30
H -0.17 -0.21 -0.31

Values from the calculation:
- ΔE to the lowest compared entry with this formula, charge and spin (kcal/mol) = 43.09
- SMILES = N=C=NCl.N=C=N
- gap between HOMO and LUMO (eV) = 9.89
- largest force on an atom (eV Å⁻¹) = 1.429
- LUMO (eV) = 0.0
- total charge = 0

Entry 9:
A single C2H3ClNOP molecule in a non-equilibrium geometry, computed with ωB97M-V/def2-TZVPD.

Last column: natural (NBO) charge in e.
Positions of all 9 atoms, in Å:
C  1.420  1.051  0.308  -0.170
C  -1.250  -0.031  -0.259  -1.010
N  2.064  1.816  0.850  -0.180
O  1.193  -1.030  -1.423  -0.976
P  0.543  -0.335  -0.351  1.909
Cl  0.714  -1.371  1.827  -0.427
H  -1.528  0.689  -1.108  0.273
H  -1.714  -1.089  -0.614  0.293
H  -1.441  0.299  0.769  0.288

Forces on the atoms, in the same order (eV/Å):
C -0.68 -0.80 -0.69
C -0.06 -1.57 -2.62
N 0.75 1.18 0.52
O 0.41 -0.58 -1.20
P -1.04 -0.67 4.21
Cl -0.27 0.93 -2.57
H 0.35 -0.73 1.49
H 0.92 2.44 1.34
H -0.39 -0.19 -0.48

Values from the calculation:
- ΔE to the lowest compared entry with this formula, charge and spin (kcal/mol) = 21.89
- SMILES = C[P@](=O)(Cl)C#N
- gap between HOMO and LUMO (eV) = 10.36
- largest force on an atom (eV Å⁻¹) = 4.385
- LUMO (eV) = -0.8
- total charge = 0

Entry 10:
A single C2H3ClNP molecule in a non-equilibrium geometry, computed with ωB97M-V/def2-TZVPD.

Last column: natural (NBO) charge in e.
Positions of all 8 atoms, in Å:
C  0.330  0.327  0.377  0.047
C  0.354  -0.936  -0.356  -0.740
N  1.012  1.371  0.379  -0.561
P  -1.093  -0.738  0.832  0.707
Cl  -2.462  0.312  -0.476  -0.329
H  0.053  -0.935  -1.442  0.267
H  1.165  -1.577  -0.231  0.255
H  0.642  2.176  0.916  0.354

Forces on the atoms, in the same order (eV/Å):
C 0.13 -0.02 -0.41
C -1.62 1.07 -1.81
N -0.13 0.92 0.04
P -0.49 0.73 -0.47
Cl 0.65 -0.77 0.61
H 0.29 0.37 1.19
H 1.07 -1.43 0.78
H 0.10 -0.86 0.07

Values from the calculation:
- ΔE to the lowest compared entry with this formula, charge and spin (kcal/mol) = 5.72
- SMILES = [H]/N=C1/CP1Cl
- gap between HOMO and LUMO (eV) = 8.86
- largest force on an atom (eV Å⁻¹) = 2.652
- LUMO (eV) = -0.3
- total charge = 0

Entry 11:
A single C2H3ClO molecule in a non-equilibrium geometry, computed with ωB97M-V/def2-TZVPD.

Last column: natural (NBO) charge in e.
Positions of all 7 atoms, in Å:
C  0.709  -0.008  -0.095  0.350
C  -0.782  -0.030  0.192  -0.710
O  1.220  0.970  -1.383  -0.618
Cl  1.975  -0.660  0.677  0.187
H  -0.918  -0.292  1.196  0.232
H  -1.164  0.976  -0.147  0.289
H  -1.040  -0.957  -0.441  0.270

Forces on the atoms, in the same order (eV/Å):
C 1.49 6.91 -7.69
C 2.14 -0.63 -2.60
O -3.06 -5.41 6.96
Cl 0.38 -0.82 0.82
H -0.59 -0.12 1.58
H 0.08 -1.52 0.26
H -0.45 1.59 0.66

Values from the calculation:
- ΔE to the lowest compared entry with this formula, charge and spin (kcal/mol) = 101.53
- SMILES = CC(=O)Cl
- gap between HOMO and LUMO (alpha / beta) (eV) = 8.83 / 8.69
- largest force on an atom (eV Å⁻¹) = 10.444
- LUMO (alpha / beta) (eV) = -0.8 / -0.9
- total charge = 0

Entry 12:
A 2-piece molecular cluster, C2H3ClO2 overall in a non-equilibrium geometry, computed with ωB97M-V/def2-TZVPD.

Last column: Löwdin spin population.
Positions of all 8 atoms, in Å:
C  -0.950  -0.148  -0.362  0.521
C  2.613  -0.065  0.388  0.005
O  -0.846  -0.740  0.835  0.159
O  2.667  0.831  -0.285  0.005
Cl  -1.664  1.545  -0.030  1.194
H  -1.877  -0.574  -0.870  0.068
H  -0.027  -0.241  -0.915  0.043
H  0.084  -0.608  1.238  0.005

Forces on the atoms, in the same order (eV/Å):
C 1.68 -4.96 -2.31
C -0.08 -0.09 0.10
O 1.92 -0.46 3.20
O 0.07 0.12 -0.10
Cl -2.48 5.36 1.04
H 0.81 0.48 0.12
H 0.21 -0.03 -1.00
H -2.14 -0.41 -1.03

Values from the calculation:
- ΔE to the lowest compared entry with this formula, charge and spin (kcal/mol) = 49.56
- multiplicity = 3
- ⟨S²⟩ = 2.00
- gap between HOMO and LUMO (alpha / beta) (eV) = 5.22 / 6.91
- largest force on an atom (eV Å⁻¹) = 5.992
- LUMO (alpha / beta) (eV) = 0.7 / -4.1
- total charge = 0

Q: Which of these has the lowest ΔE to the lowest compared entry with this formula, charge and spin?
A: C2H3ClNP

Q: Which value of total charge does entry 12 give?
A: 0

Q: The highest largest force on an atom belongs to which entry?
A: C2H3ClO